C17H22Br27N2O2 | wB97M-V/def2-TZVPD

The charge is +1. The HOMO energy comes out at -11.23 eV. For the molecular weight, the calculation gives 2443.783 g mol⁻¹. Its HOMO-LUMO gap is 6.29 eV.

Geometry (Å):
1 C -1.55987 2.21064 -0.96321
2 C -0.67376 2.07243 0.27728
3 C 0.76936 2.50631 0.08304
4 O 1.66023 1.47924 -0.42473
5 C 1.71419 1.33187 -1.77170
6 O 0.65080 0.56601 -2.35518
7 C 0.28187 -0.40678 -1.59426
8 N 0.08976 -1.26549 -0.82820
9 C 3.00713 0.52746 -2.03949
10 C 3.31314 0.96097 -3.49771
11 C 2.93621 2.40407 -3.43124
12 N 2.04673 2.53787 -2.51960
13 H -1.26595 3.05108 -1.58753
14 H -2.58557 2.40452 -0.67376
15 H -1.58941 1.28716 -1.52648
16 H -1.08775 2.76655 1.00634
17 H -0.74886 1.08617 0.72270
18 H 0.77842 3.42593 -0.50175
19 H 1.14856 2.77262 1.05932
20 H 2.92115 -0.54806 -2.09004
21 H 3.86641 0.79128 -1.41755
22 H 2.50577 0.57378 -4.12467
23 H 4.29600 0.78700 -3.90273
24 H 3.31543 3.21661 -4.02731
25 H 1.68924 3.47045 -2.34636
26 C -5.09119 1.79492 -3.53766
27 Br -3.38588 1.14800 -4.15823
28 Br -5.82064 0.62529 -2.19877
29 Br -4.98246 3.61418 -2.91446
30 H -5.76216 1.78602 -4.38378
31 C 6.09950 -1.57708 0.46906
32 Br 7.22490 -1.40793 -1.08029
33 Br 7.01335 -1.06001 2.07282
34 Br 4.43179 -0.62459 0.24880
35 H 5.84937 -2.62381 0.56429
36 C -7.87512 -0.08990 1.02260
37 Br -6.62531 -1.56213 0.96385
38 Br -9.67977 -0.69491 1.29292
39 Br -7.36335 1.23049 2.33124
40 H -7.84358 0.39433 0.05751
41 C 7.81564 -5.54356 0.39678
42 Br 6.37602 -4.92213 -0.72800
43 Br 9.37148 -4.41902 0.26044
44 Br 7.23402 -5.74037 2.21969
45 H 8.09643 -6.52300 0.03915
46 C -4.34028 -3.79253 -1.60041
47 Br -5.89998 -3.24574 -2.59230
48 Br -2.85619 -2.59199 -1.88130
49 Br -4.71240 -4.02308 0.27561
50 H -4.04530 -4.75813 -1.98262
51 C 0.63040 2.54519 4.07738
52 Br 2.49545 2.70203 3.60520
53 Br 0.39660 1.64235 5.75594
54 Br -0.25061 4.25754 4.04956
55 H 0.16100 1.93523 3.31891
56 C 8.84388 3.02267 2.96070
57 Br 9.41786 2.90760 1.12547
58 Br 6.95134 2.70360 3.12896
59 Br 9.85826 1.85064 4.09867
60 H 9.02899 4.03341 3.29191
61 C 1.64082 -5.21834 0.55647
62 Br 1.22864 -6.15413 2.18411
63 Br 3.27376 -4.20399 0.71631
64 Br 1.69777 -6.40448 -0.95893
65 H 0.84344 -4.51090 0.38065
66 C -13.48581 0.77364 2.99536
67 Br -13.66988 -0.17688 4.65823
68 Br -11.92262 1.89652 2.98851
69 Br -13.50218 -0.42447 1.48526
70 H -14.34525 1.41975 2.89920

natural (NBO) atomic charges, in units of e: -0.62 -0.46 -0.09 -0.48 0.65 -0.50 0.52 -0.33 -0.43 -0.49 0.36 -0.47 0.19 0.24 0.21 0.23 0.24 0.15 0.23 0.27 0.27 0.27 0.27 0.26 0.45 -0.50 0.07 0.10 0.09 0.23 -0.51 0.10 0.12 0.06 0.23 -0.51 0.08 0.10 0.08 0.22 -0.50 0.08 0.10 0.11 0.23 -0.50 0.10 0.08 0.11 0.23 -0.51 0.08 0.13 0.10 0.21 -0.50 0.09 0.08 0.11 0.23 -0.50 0.11 0.06 0.09 0.23 -0.50 0.10 0.09 0.09 0.23